C4H5NO | the ωB97M-V functional and the def2-TZVPD basis

```
11
C4H5NO | OMol25 | the ωB97M-V functional and the def2-TZVPD basis
O -1.593 -0.438 0.254
C -0.732 0.384 0.053
C 0.698 0.696 0.047
C -0.383 1.736 -0.381
C 1.049 -3.363 0.140
N 0.128 -2.660 0.324
H -0.644 -2.007 0.434
H 1.194 0.853 1.003
H 1.328 0.256 -0.722
H -0.577 2.572 0.288
H -0.468 1.971 -1.440
```

Its HOMO energy is -0.3765 Eh. As for the charge: 0. The calculation puts the energy above the lowest of the compared OMol25 structures with the same formula, charge and spin at 66.36 kcal/mol. As for the LUMO energy: 0.40 eV. Its orbital gap is 0.391 hartree.

natural (NBO) atomic charge list, values in e, 2 entries:
1 O -0.52
2 C 0.62